Here is C20H15ClF3N5O3 in the gas phase in a non-equilibrium geometry from OMol25. Energies are from ωB97M-V/def2-TZVPD.

Computed properties:
DFT total energy = -2030.455413 a.u.
LUMO energy = -0.61 eV
Energy relative to the best compared isomer or geometry (same formula, charge and spin) = 0.00 kJ/mol
HOMO-LUMO gap = 8.299 eV
SMILES string = O=c1c(CCO)c(-c2cc(Cl)ccc2O)c2cc(C(F)(F)F)ccc2n1Cc1nnn[nH]1
Charge = 0

Last column: natural (NBO) charge in e.
Atoms and positions in Å:
O: -1.0018 -1.5651 2.7566  -0.6683
C: -0.5708 -1.1407 1.6813  0.6370
C: -1.2303 -0.0622 0.9590  -0.0931
C: -2.5797 0.4051 1.4253  -0.4559
C: -3.6643 -0.6553 1.1690  -0.0569
O: -3.6766 -1.0309 -0.2510  -0.7723
C: -0.6192 0.5084 -0.1694  0.0698
C: -1.2091 1.5999 -0.9293  -0.1454
C: -0.7833 2.9159 -0.6069  -0.2143
C: -1.2767 4.0073 -1.3325  -0.0474
Cl: -0.7899 5.6224 -0.9123  0.0031
C: -2.1130 3.8135 -2.4255  -0.2112
C: -2.4973 2.5330 -2.7459  -0.2425
C: -2.0942 1.4148 -2.0164  0.3202
O: -2.5082 0.1751 -2.3728  -0.6959
C: 0.6666 -0.0482 -0.5958  -0.0376
C: 1.4547 0.6272 -1.5684  -0.1488
C: 2.7582 0.1806 -1.9026  -0.1593
C: 3.6834 0.9707 -2.8499  0.9833
F: 3.8904 0.2739 -4.0136  -0.3214
F: 3.1135 2.1726 -3.1651  -0.3255
F: 4.8726 1.2716 -2.2567  -0.3180
C: 3.1965 -0.9920 -1.3100  -0.1403
C: 2.4684 -1.6504 -0.3128  -0.2562
C: 1.2001 -1.2015 0.0509  0.1879
N: 0.5394 -1.7850 1.1650  -0.3926
C: 1.0052 -3.0546 1.7504  -0.2562
C: 1.9592 -2.8153 2.9301  0.3095
N: 3.1325 -3.3387 3.0714  -0.3070
N: 3.6892 -2.6825 4.1390  -0.0739
N: 2.8800 -1.8355 4.6488  -0.0382
N: 1.7702 -1.9013 3.9344  -0.3695
H: -2.8849 1.3575 0.8986  0.2357
H: -2.5425 0.6281 2.5025  0.2499
H: -3.4455 -1.5158 1.8097  0.1908
H: -4.6466 -0.2580 1.4420  0.1806
H: -4.4149 -1.6745 -0.4403  0.4989
H: -0.0236 3.0985 0.1606  0.2362
H: -2.4681 4.6880 -2.9841  0.2356
H: -3.1490 2.3308 -3.5436  0.2286
H: -2.7718 -0.2896 -1.5370  0.5174
H: 1.0252 1.5429 -2.0045  0.2487
H: 4.1870 -1.3706 -1.5369  0.2314
H: 2.8897 -2.5443 0.1247  0.2344
H: 0.1851 -3.6729 2.0910  0.2557
H: 1.4814 -3.6986 1.0269  0.2459
H: 0.9129 -1.3544 4.0460  0.4473